Here is a single C22H20ClN3O4 molecule from the OMol25 dataset. Energies are from ωB97M-V/def2-TZVPD.

Atoms and positions in Å:
C1 -4.1814 -0.3775 -3.2265
C2 -3.5718 0.5027 -2.1782
C3 -4.3321 1.5636 -1.6412
C4 -3.8256 2.3910 -0.6797
C5 -2.5188 2.1884 -0.1937
N1 -2.0301 3.0083 0.7566
C6 -0.8412 2.7919 1.2242
Cl1 -0.2997 3.9060 2.4199
C7 0.0111 1.7393 0.8161
C8 1.3548 1.4930 1.4479
C9 2.5331 1.9118 0.5549
C10 3.1485 0.5689 0.2214
C11 4.2613 0.4168 -0.6586
C12 4.9390 -0.7065 -1.0772
C13 5.9517 -0.2512 -1.9438
C14 5.8232 1.1061 -1.9938
O1 4.8082 1.5200 -1.2242
N2 2.5719 -0.4179 0.8079
N3 1.5627 0.0384 1.5734
C15 0.6905 -0.7606 2.2500
O2 -0.1754 -0.2649 2.9443
C16 0.9065 -2.2348 2.0130
C17 -0.2592 -3.1044 2.4874
C18 -1.6324 -2.6021 2.0383
C19 -1.7944 -2.3526 0.5672
O3 -0.9401 -2.3652 -0.2812
O4 -3.0727 -2.0704 0.2732
C20 -0.4588 0.9241 -0.1836
C21 -1.7449 1.1227 -0.7216
C22 -2.2936 0.2998 -1.7236
H1 -4.4794 0.2160 -4.0897
H2 -3.4797 -1.1392 -3.5572
H3 -5.0756 -0.8654 -2.8391
H4 -5.3369 1.7142 -2.0088
H5 -4.4024 3.2038 -0.2687
H6 1.3864 1.9503 2.4400
H7 3.2500 2.5476 1.0751
H8 2.2098 2.4307 -0.3483
H9 4.7204 -1.7128 -0.7886
H10 6.6763 -0.8465 -2.4600
H11 6.3750 1.8579 -2.5228
H12 1.0648 -2.3724 0.9431
H13 1.8262 -2.5343 2.5196
H14 -0.2665 -3.1370 3.5783
H15 -0.0985 -4.1185 2.1164
H16 -1.8392 -1.6462 2.5284
H17 -2.4137 -3.2978 2.3493
H18 -3.1622 -1.8343 -0.6652
H19 0.1363 0.0989 -0.5512
H20 -1.6815 -0.4997 -2.1194

The energy above the lowest of the compared OMol25 structures with the same formula, charge and spin is 0.0000 eV. The HOMO energy is -0.2961 Ha. The maximum force is 0.031 Eh/bohr. Its total energy is -48322.108 eV. As for the LUMO energy: 0.005 Ha.